[1]
Density functional theory data (the ωB97M-V functional and the def2-TZVPD basis) for 2 unconnected molecules or ions with the total composition C13H6ClN6O10S at a distorted geometry.

Geometry as ORCA input:
```
! RIJCOSX wB97M-V def2-TZVPD def2/J DEFGRID3
* xyz -1 1
N 1.900 2.697 -1.298
H -3.563 1.133 1.701
C -4.039 -2.221 1.703
S -1.515 -1.005 1.860
C 5.336 0.062 -1.468
O 7.089 1.261 -3.850
C -5.460 0.166 1.482
O 6.247 -0.931 0.238
C -5.422 -2.257 1.564
O -1.230 -2.271 2.520
C 4.289 -0.086 -0.519
O -1.280 0.267 2.505
C -0.608 -0.991 0.365
C -4.074 0.184 1.617
O 4.447 -1.127 1.645
C 5.071 0.961 -2.535
N -7.522 -1.095 1.124
O 1.719 3.128 -0.125
H -5.957 -3.200 1.570
O -8.119 -0.005 0.962
N 6.524 -0.465 -1.021
Cl 0.160 0.385 -0.121
O 5.205 2.515 -4.108
N 5.951 1.480 -3.473
O -8.089 -2.210 1.067
H 2.445 0.486 0.341
C 3.911 1.767 -2.549
H -3.498 -3.142 1.856
H -0.595 -1.882 -0.267
C 3.094 0.655 -0.509
C 2.931 1.656 -1.479
O 1.293 3.129 -2.289
H -6.029 1.087 1.428
C -6.131 -1.062 1.392
N 3.974 2.690 -3.556
N 4.878 -0.746 0.569
C -3.337 -1.010 1.657
*
```

The value obtained for the energy above the lowest of the compared OMol25 structures with the same formula, charge and spin is 0.000 eV. As for the strongest force on any atom: 4.2 eV/Å. For the HOMO-LUMO gap, the calculation gives 3.74 eV. Its HOMO energy is -3.668 eV. Its total energy is -2437.79559 a.u.

---

[2]
Density functional theory data (the ωB97M-V functional and the def2-TZVPD basis) for a molecular structure, C18H40CoOP2Si at a distorted geometry.

Geometry as ORCA input:
```
! RIJCOSX wB97M-V def2-TZVPD def2/J DEFGRID3
* xyz 0 4
H 1.994 1.114 -4.936
H -1.400 2.075 -2.741
H 1.039 -0.369 -0.154
C 0.497 -2.828 1.899
H -0.020 -1.677 4.250
H -2.979 0.731 -3.989
C 0.517 -1.597 -3.533
C 0.334 1.737 -0.022
C 0.149 0.260 -0.462
C -0.653 -3.824 -0.579
C 0.433 1.148 -3.508
H 0.947 4.446 1.737
H 0.931 -2.507 -3.082
C -1.948 0.712 -4.378
H -1.883 3.654 0.842
Si -0.095 0.818 4.330
H -2.333 1.829 4.663
H -0.956 -0.778 -5.642
C 1.058 0.568 -4.746
H -1.324 1.883 6.120
H 2.079 -3.750 -1.351
H 2.075 2.040 4.710
H -0.535 -2.644 2.240
H 1.406 1.992 -0.119
H -0.867 -4.630 0.132
H -0.240 2.388 -0.712
C -1.597 -0.766 -4.752
C 1.009 3.538 2.353
H 1.068 1.854 -2.951
H 0.397 0.724 -5.605
H -1.523 -2.239 -3.086
C 1.642 1.060 4.956
H -2.099 3.355 2.585
H 1.367 -1.442 -5.547
H 1.617 0.959 6.051
H 2.716 -2.204 -0.713
H -1.580 -3.272 -0.819
H -0.756 -0.173 -0.016
H -0.254 -4.221 -1.525
H -0.784 -1.047 5.726
H 1.144 -2.039 2.325
H 0.844 -3.825 2.200
O -0.041 1.013 2.623
P 0.508 -2.589 0.106
H 2.449 -1.023 -4.224
C 1.402 -0.937 -4.565
Co -0.191 -0.225 -2.480
C -1.003 1.242 -3.340
C -1.321 2.034 5.032
H -1.684 -1.063 4.189
H 2.695 -3.655 0.365
C -0.919 -1.488 -3.613
C 2.168 -3.122 -0.449
C -1.795 2.896 1.633
H -1.930 1.353 -5.271
C -0.694 -0.908 4.638
H -2.531 -1.299 -4.998
P -0.099 2.291 1.690
H -1.093 3.088 4.847
H 2.311 0.284 4.562
H 0.768 3.817 3.391
H 2.042 3.161 2.317
H -2.480 2.071 1.394
*
```

The value obtained for the energy above the lowest of the compared OMol25 structures with the same formula, charge and spin is 0.000 eV. As for the strongest force on any atom: 6.7 eV/Å. For the HOMO-LUMO gap (alpha / beta), the calculation gives 3.84 / 6.01 eV. Its expectation value of S² is 3.76. Its HOMO energy (alpha / beta) is -3.869 / -6.044 eV. Its total energy is -3139.87739 a.u.

---

[3]
Density functional theory data (the ωB97M-V functional and the def2-TZVPD basis) for 2 unconnected molecules or ions with the total composition C3H11F3N4P2 at a distorted geometry.

Geometry as ORCA input:
```
! RIJCOSX wB97M-V def2-TZVPD def2/J DEFGRID3
* xyz 0 1
F -0.809 1.755 1.524
F -1.290 -1.826 -1.309
H 0.771 2.828 -2.146
H -3.181 -3.435 1.142
H -0.393 3.651 -1.064
P -1.490 1.162 0.123
H 1.225 -1.804 0.817
H 2.548 -0.023 1.817
N -2.172 -0.192 0.412
N -3.085 -2.594 0.620
H 3.570 0.097 0.317
P -1.637 -1.786 0.291
N 1.627 -1.324 -1.061
H 0.899 2.972 -0.245
H -3.492 -1.785 1.110
C 3.001 -0.565 1.008
C 1.900 -1.310 0.195
H 0.765 -1.889 -1.417
N -0.395 1.511 -1.022
H 0.107 0.689 -1.415
F -2.389 2.442 0.005
H 3.629 -1.303 1.430
C 0.292 2.729 -1.128
*
```

The value obtained for the energy above the lowest of the compared OMol25 structures with the same formula, charge and spin is 0.005 eV. As for the strongest force on any atom: 4.0 eV/Å. For the HOMO-LUMO gap, the calculation gives 9.48 eV. Its SMILES is CNP(F)(F)=NP(N)F.[H]/N=C/C. Its HOMO energy is -8.588 eV. Its total energy is -1322.34014 a.u.

---

[4]
Density functional theory data (the ωB97M-V functional and the def2-TZVPD basis) for a molecular structure, C16H49AgF3O12 at a distorted geometry.

Geometry as ORCA input:
```
! RIJCOSX wB97M-V def2-TZVPD def2/J DEFGRID3
* xyz 0 2
C -25.865 -5.883 5.346
C -20.510 -17.818 7.128
H -22.193 -11.865 7.814
C -20.427 -11.257 9.076
C -24.440 -11.069 13.706
C -29.062 -10.784 9.096
H -21.994 -10.121 7.914
O -20.524 -16.429 14.108
H -20.625 -6.470 9.898
O -13.384 -8.954 7.105
O -26.236 -4.475 5.103
C -19.409 -11.358 7.897
H -20.133 -8.029 3.467
C -19.088 -8.008 3.157
Ag -16.784 -9.985 12.599
H -23.010 -12.953 1.784
O -18.740 -7.473 1.896
H -26.214 -3.967 5.918
H -21.242 -17.836 12.822
H -21.235 -16.754 14.665
H -25.379 -10.676 13.316
C -23.554 -13.556 2.510
H -18.741 -9.037 3.257
H -19.536 -5.525 8.086
H -22.884 -10.184 13.004
O -20.067 -10.256 10.024
H -24.671 -14.621 1.388
C -20.541 -5.188 8.342
H -14.371 -9.106 5.250
H -14.771 -15.333 11.344
H -28.111 -11.315 9.143
C -13.623 -6.488 7.149
H -22.696 -11.011 9.223
F -12.294 -6.406 7.150
O -20.866 -5.559 9.715
H -24.655 -11.513 14.678
C -21.029 -16.767 12.837
H -25.055 -6.200 4.689
O -24.822 -14.002 2.106
H -23.617 -12.994 3.442
H -11.603 -10.420 5.870
H -28.969 -9.888 9.709
H -20.252 -19.398 8.257
H -21.275 -5.615 7.659
H -21.181 -17.079 7.569
O -15.241 -13.352 11.130
H -15.697 -14.963 9.873
H -24.087 -11.808 12.987
H -19.808 -17.392 6.412
C -12.607 -10.424 5.447
C -21.903 -11.050 8.477
H -12.822 -8.354 5.211
F -13.917 -6.220 5.899
O -19.742 -18.614 8.040
H -14.381 -13.260 10.714
H -18.851 -8.241 1.331
H -30.806 -11.185 9.640
H -22.919 -14.413 2.734
H -16.468 -15.075 11.472
H -21.131 -18.521 6.573
H -25.557 -5.996 6.385
C -14.140 -7.899 7.691
H -15.121 -8.016 7.232
H -18.523 -7.428 3.887
O -14.244 -8.286 9.050
H -20.391 -12.259 9.503
H -13.192 -11.252 5.848
H -29.355 -10.459 8.098
H -26.698 -6.546 5.112
H -19.724 -12.169 7.240
H -20.398 -16.495 11.991
H -18.389 -11.507 8.250
F -14.084 -5.500 7.916
H -19.337 -10.470 7.269
H -21.974 -16.245 12.688
H -12.553 -10.610 4.375
O -29.981 -11.670 9.720
C -15.584 -14.735 10.933
C -13.379 -9.153 5.699
H -20.628 -4.104 8.271
O -23.467 -10.029 13.750
*
```

As for the strongest force on any atom: 3.1 eV/Å. For the HOMO-LUMO gap (alpha / beta), the calculation gives 3.60 / 3.56 eV. Its expectation value of S² is 0.75. Its HOMO energy (alpha / beta) is -6.718 / -6.687 eV. Its total energy is -1987.93593 a.u.

---

[5]
Density functional theory data (the ωB97M-V functional and the def2-TZVPD basis) for a gas-phase ion, C3H3N2O3 (charge -1) at a distorted geometry.

Geometry as ORCA input:
```
! RIJCOSX wB97M-V def2-TZVPD def2/J DEFGRID3
* xyz -1 1
O 0.639 1.477 0.182
C 2.271 -0.171 0.135
C -0.627 0.852 0.301
C 1.519 0.609 -0.593
N -0.614 -0.258 -0.327
O 2.955 -0.732 0.891
H -1.451 -1.985 -0.023
H -2.471 -0.689 0.349
H 1.071 0.562 -1.542
N -1.816 -1.123 -0.343
O -1.477 1.457 0.969
*
```

The value obtained for the energy above the lowest of the compared OMol25 structures with the same formula, charge and spin is 3.782 eV. As for the strongest force on any atom: 3.3 eV/Å. For the HOMO-LUMO gap, the calculation gives 7.01 eV. Its SMILES is N/N=C(\[O-])OC=C=O. Its HOMO energy is -3.253 eV. Its total energy is -451.29573 a.u.

---

[6]
Density functional theory data (the ωB97M-V functional and the def2-TZVPD basis) for 14 unconnected molecules or ions with the total composition C22H69N4O19S at a distorted geometry.

Geometry as ORCA input:
```
! RIJCOSX wB97M-V def2-TZVPD def2/J DEFGRID3
* xyz 1 1
H 0.228 0.926 1.969
O 2.154 2.697 0.552
O -3.279 -0.540 0.238
H 1.844 2.037 -4.458
C -2.250 -0.734 1.246
H -1.837 0.625 -1.497
O 2.147 4.910 -3.416
H 1.960 0.002 -1.936
H 5.770 -2.463 2.281
H 0.631 6.627 -1.431
O -3.410 4.661 1.458
H 0.968 -2.711 -0.603
H 1.310 9.460 -2.414
H -5.584 -0.016 -0.757
H -3.700 6.946 2.023
H 8.807 -2.338 -0.303
S -2.095 4.444 2.197
C -1.726 -2.191 -1.038
H 1.609 6.654 -0.263
O -6.128 -0.850 2.565
H -1.794 -2.532 -2.148
C -6.402 -2.141 -1.221
H -2.728 2.109 2.555
C -0.723 -0.663 0.648
O -6.414 -3.505 4.073
H -3.643 -0.148 -2.511
O -3.972 7.870 2.104
N -3.400 -5.051 -0.670
H 4.606 -0.395 -0.299
H 3.098 2.866 0.673
H 7.518 1.198 -0.597
H -0.603 -3.977 0.027
H -0.101 0.600 4.128
C 4.827 -2.112 1.703
H 1.787 3.566 0.337
C -3.235 -1.610 -0.739
H -1.111 0.385 -5.135
O 1.327 8.495 -2.444
H 3.095 1.219 -4.756
H -5.266 -2.685 2.209
H 10.115 1.449 -2.138
O 6.576 1.022 -0.724
H -6.051 -0.349 -2.522
H -6.058 -3.094 -1.756
H 1.846 8.293 -3.233
H -5.185 -0.676 2.686
H -6.387 -2.235 -0.057
C -4.022 -1.152 -2.062
H 5.438 -1.397 -1.623
O 2.783 2.129 -4.669
H 0.151 -0.752 5.400
O -5.064 -3.283 1.475
H 0.299 -2.632 1.439
H -2.286 -3.672 0.687
H -7.510 -1.890 -1.474
O -2.190 -4.641 -1.143
C 0.360 -0.429 4.322
H -2.494 -1.787 1.674
H 1.231 -1.066 1.658
C -1.024 -0.315 -3.318
C -0.892 0.003 -1.761
H -1.459 -2.998 3.061
H 6.051 -3.050 0.006
H 6.205 1.887 -0.941
H -0.876 5.208 0.507
N -1.018 0.737 -4.158
H -7.066 -2.960 3.612
H 9.145 0.601 -2.949
H -3.145 8.346 2.253
H -0.919 2.384 3.080
H -1.091 -1.349 -3.815
H 8.709 -3.607 0.534
O -2.270 4.942 3.622
H -6.499 0.017 2.356
C -1.302 2.025 0.812
C -0.273 -1.466 3.233
O 9.176 1.235 -2.222
O -0.844 5.310 1.493
C 3.233 -1.797 -1.569
N -1.146 -2.327 3.799
H 1.502 -0.359 4.110
H 3.413 -1.599 -2.700
H 0.627 -2.185 -2.286
O -4.165 -4.976 -1.609
H 2.174 -5.266 1.143
C 0.658 -1.768 -1.198
H 3.849 -2.503 2.159
N -0.648 -1.142 -0.814
C 4.978 -2.650 0.175
H 4.269 -3.552 0.076
H -3.850 -2.489 -0.289
H 4.810 -0.965 1.781
C 1.973 -0.846 -1.139
C 4.606 -1.416 -0.813
H -4.059 -2.003 -2.829
H 0.674 1.169 0.221
H 2.929 -2.901 -1.485
C -0.223 0.845 0.899
H 3.447 -6.048 0.849
H 2.183 -0.337 -0.140
H 2.826 4.237 -3.273
O 1.275 6.076 -0.962
C -1.625 -3.579 -0.267
C -5.552 -0.821 -1.582
H -0.052 0.805 -1.760
C 0.162 -1.527 1.686
H 2.029 5.316 -2.544
C -1.725 2.625 2.280
H -2.267 1.809 0.244
O 3.111 -5.147 0.943
H -0.802 2.925 0.268
H -6.093 -2.934 4.784
H -2.377 -0.047 2.174
O 8.165 -2.957 0.070
H -4.752 -4.088 1.908
*
```

As for the strongest force on any atom: 6.6 eV/Å. For the HOMO-LUMO gap, the calculation gives 9.34 eV. Its HOMO energy is -12.244 eV. Its total energy is -2925.73494 a.u.

---

strongest force on any atom of number 5 (C3H3N2O3)? 3.3 eV/Å

---

Look up the total energy of the first one. -2437.79559 a.u.